98
Properties=species:S:1:pos:R:3:lowdin_charge:R:1 method="wB97M-V/def2-TZVPD" lumo_ev=-0.09 smiles=OCCC[C@H]1[C@@H](P(O)I)[C@@](F)(c2ccncc2)O[C@@]1(O)CCO.c1ccncc1.c1ccncc1.c1ccncc1.c1ccncc1.c1ccncc1 homo_ev=-9.04 orbital_gap_ev=8.956
O 5.08 -0.36 1.20 -0.074
C 3.93 -1.19 0.93 -0.264
C 3.01 -0.47 -0.05 -0.225
C 1.95 0.33 0.73 -0.194
C 0.91 0.95 -0.23 -0.188
C -0.44 0.24 -0.49 -0.310
P -0.99 -1.20 0.57 0.579
O -2.27 -1.77 -0.29 -0.405
I 0.66 -3.02 0.34 0.651
C -1.49 1.39 -0.47 -0.461
F -1.89 1.72 -1.76 0.070
C -2.77 1.23 0.35 -0.156
C -3.91 0.65 -0.18 -0.033
C -5.01 0.59 0.63 -0.148
N -5.13 1.03 1.87 0.081
C -4.02 1.55 2.38 -0.128
C -2.87 1.66 1.64 -0.031
O -0.84 2.44 0.15 -0.011
C 0.60 2.48 -0.12 -0.419
O 0.68 3.17 -1.33 0.079
C 1.11 3.26 1.08 -0.056
C 2.28 4.24 0.82 -0.225
O 3.18 3.86 -0.20 -0.054
H 5.07 -0.13 2.13 0.078
H 4.29 -2.14 0.53 0.092
H 3.42 -1.39 1.87 0.108
H 2.56 -1.15 -0.77 0.051
H 3.61 0.26 -0.61 0.119
H 1.46 -0.29 1.48 0.069
H 2.51 1.08 1.29 0.110
H 1.45 0.93 -1.19 0.140
H -0.44 -0.10 -1.53 0.124
H -2.00 -2.11 -1.15 0.047
H -3.92 0.27 -1.19 0.103
H -5.91 0.15 0.19 0.107
H -4.01 1.94 3.40 0.094
H -2.00 2.11 2.11 0.114
H 0.46 2.53 -2.02 0.108
H 0.26 3.87 1.40 0.131
H 1.35 2.63 1.93 0.112
H 1.89 5.25 0.66 0.118
H 2.86 4.31 1.75 0.112
H 3.24 2.91 -0.27 0.071
C 4.25 -4.90 -4.04 -0.086
C 3.06 -4.73 -3.34 -0.067
C 3.14 -4.31 -2.02 -0.193
N 4.28 -4.07 -1.38 0.056
C 5.41 -4.24 -2.07 -0.145
C 5.45 -4.65 -3.40 -0.070
H 4.24 -5.22 -5.08 0.086
H 2.11 -4.91 -3.81 0.100
H 2.24 -4.16 -1.43 -0.048
H 6.32 -4.04 -1.53 0.105
H 6.39 -4.77 -3.91 0.085
C 7.40 -3.05 -8.58 -0.078
C 8.24 -3.95 -7.94 -0.070
C 7.71 -4.73 -6.93 -0.147
N 6.43 -4.66 -6.53 0.053
C 5.65 -3.79 -7.16 -0.150
C 6.08 -2.97 -8.19 -0.068
H 7.78 -2.42 -9.38 0.107
H 9.28 -4.04 -8.22 0.102
H 8.32 -5.44 -6.40 0.105
H 4.62 -3.75 -6.82 0.096
H 5.39 -2.28 -8.67 0.103
C -0.98 0.38 7.43 -0.081
C -0.78 0.05 6.10 -0.072
C -1.21 0.95 5.13 -0.155
N -1.81 2.11 5.40 0.055
C -1.99 2.41 6.69 -0.146
C -1.59 1.59 7.74 -0.063
H -0.66 -0.29 8.22 0.105
H -0.31 -0.88 5.81 0.100
H -1.07 0.73 4.07 0.090
H -2.48 3.36 6.88 0.077
H -1.77 1.88 8.76 0.103
C -5.72 6.56 4.77 -0.081
C -5.11 5.36 4.47 -0.063
C -4.33 4.76 5.45 -0.148
N -4.14 5.28 6.66 0.051
C -4.73 6.44 6.93 -0.156
C -5.53 7.12 6.02 -0.076
H -6.34 7.06 4.03 0.105
H -5.23 4.89 3.50 0.102
H -3.84 3.81 5.26 0.070
H -4.56 6.84 7.92 0.102
H -6.00 8.06 6.30 0.099
C -5.36 -3.87 -3.64 -0.081
C -6.34 -3.03 -4.15 -0.073
C -6.56 -1.82 -3.50 -0.149
N -5.90 -1.43 -2.42 0.065
C -4.97 -2.25 -1.94 -0.157
C -4.66 -3.48 -2.51 -0.068
H -5.15 -4.82 -4.12 0.105
H -6.91 -3.30 -5.03 0.101
H -7.32 -1.13 -3.87 0.104
H -4.45 -1.90 -1.06 0.070
H -3.89 -4.11 -2.08 0.102